# 1
{"formula": "C25H29B2Cl3F4N9O6STi", "method": "ωB97M-V/def2-TZVPD", "symbols": ["Ti", "Cl", "Cl", "Cl", "S", "F", "F", "F", "F", "O", "O", "O", "O", "O", "O", "N", "N", "N", "N", "N", "N", "N", "N", "N", "C", "C", "C", "C", "C", "C", "C", "C", "C", "C", "C", "C", "C", "C", "C", "C", "C", "C", "C", "C", "C", "C", "C", "C", "C", "B", "B", "H", "H", "H", "H", "H", "H", "H", "H", "H", "H", "H", "H", "H", "H", "H", "H", "H", "H", "H", "H", "H", "H", "H", "H", "H", "H", "H", "H", "H"], "positions_angstrom": [[-1.040, -0.445, 0.463], [4.742, -4.246, -2.284], [-0.438, -2.885, -2.602], [2.929, -0.142, 0.633], [0.544, 0.831, -3.889], [0.113, -1.660, 1.748], [-3.567, 2.208, -2.551], [-4.631, 0.732, -1.107], [-0.102, -3.199, 3.514], [-2.515, 0.210, -1.994], [-2.826, 2.027, -0.358], [0.295, -0.799, -0.658], [-1.656, -3.173, 1.762], [0.013, 1.984, -0.623], [-1.492, -1.342, 3.394], [-1.994, -2.387, 0.712], [0.591, 0.812, 3.754], [1.712, -1.305, -4.852], [1.063, 2.792, 2.592], [3.075, -0.082, -3.522], [-2.445, -0.769, -1.078], [0.135, 1.094, 1.465], [-1.922, -0.433, 2.481], [-2.532, 1.175, 0.638], [2.166, -3.452, -2.314], [-2.759, 0.459, 2.848], [2.596, -1.438, -0.457], [1.127, -2.633, -1.914], [3.018, 2.017, -2.184], [-2.917, -2.784, -0.080], [4.957, 0.593, -2.244], [0.976, 3.283, 1.225], [1.315, -1.612, -0.982], [1.799, 3.471, 3.640], [5.627, 1.442, -1.383], [3.648, -2.248, -0.844], [3.714, 2.869, -1.335], [0.350, 2.092, 0.527], [5.006, 2.596, -0.921], [-3.130, 1.392, 1.754], [-4.137, 2.473, 1.923], [3.647, 0.866, -2.650], [-4.152, -2.066, -2.261], [-3.333, 0.563, 4.216], [1.829, -0.197, -4.072], [-3.661, -4.059, 0.050], [3.426, -3.247, -1.775], [0.592, 1.539, 2.642], [-3.174, -1.812, -1.179], [-0.778, -2.424, 2.662], [-3.439, 1.320, -1.548], [-4.750, 2.314, 2.806], [0.857, -1.407, -5.369], [0.329, 4.158, 1.143], [1.990, -4.238, -3.033], [1.021, 1.149, 4.597], [-3.162, 1.562, 4.620], [3.725, -0.810, -3.776], [5.458, -0.295, -2.617], [-4.729, -3.849, 0.133], [-4.413, 0.411, 4.176], [-3.520, -4.664, -0.847], [2.013, 2.248, -2.492], [0.229, -0.130, 3.742], [-3.328, -4.617, 0.918], [4.633, -2.081, -0.433], [6.642, 1.210, -1.089], [-4.764, 2.523, 1.034], [1.956, 3.512, 0.803], [5.535, 3.278, -0.269], [1.349, 3.278, 4.614], [2.849, 3.172, 3.657], [-3.975, -3.049, -2.702], [2.483, -1.917, -5.059], [-4.075, -1.295, -3.021], [-3.635, 3.439, 2.014], [-5.164, -2.054, -1.853], [1.741, 4.542, 3.466], [-2.894, -0.179, 4.874], [3.231, 3.788, -1.019]], "total_charge": 1, "gap_ha": 0.201, "total_energy_ev": -135837.658, "spin_multiplicity": 1, "homo_energy_ev": -9.99, "de_lowest_kcal_mol": 6.40}


# 2
{"formula": "C23H45N3O4PS3", "method": "ωB97M-V/def2-TZVPD", "symbols": ["S", "S", "S", "P", "O", "O", "O", "O", "N", "N", "N", "C", "C", "C", "C", "C", "C", "C", "C", "C", "C", "C", "C", "C", "C", "C", "C", "C", "C", "C", "C", "C", "C", "C", "H", "H", "H", "H", "H", "H", "H", "H", "H", "H", "H", "H", "H", "H", "H", "H", "H", "H", "H", "H", "H", "H", "H", "H", "H", "H", "H", "H", "H", "H", "H", "H", "H", "H", "H", "H", "H", "H", "H", "H", "H", "H", "H", "H", "H"], "positions_angstrom": [[0.257, 1.591, 6.629], [0.150, -6.424, 5.258], [2.830, -3.329, 2.160], [-1.448, 0.300, -2.553], [2.143, -1.990, 2.750], [4.047, -3.582, 2.880], [2.424, 2.903, 5.663], [1.633, -4.346, 2.759], [2.329, 2.774, 7.863], [2.142, -5.251, 3.726], [3.467, 3.503, 7.510], [0.024, 1.065, -3.264], [2.952, -1.096, 3.563], [0.799, -0.018, 4.347], [0.991, -1.613, -0.903], [2.175, 0.193, 3.709], [-2.064, 1.419, -1.276], [3.486, 3.543, 6.236], [-0.490, -2.019, -0.953], [2.793, -0.492, -3.912], [-1.013, 0.762, 1.044], [1.759, 2.453, 6.755], [0.545, 0.485, -4.588], [-2.990, 1.481, -4.704], [-5.088, 2.149, -3.372], [-1.357, -1.447, -2.083], [-3.802, 2.604, -4.053], [1.396, -0.779, -4.453], [-2.286, 0.052, 1.493], [0.131, 1.266, 4.853], [-2.693, 0.227, -3.867], [-1.213, 1.805, -0.055], [1.936, -2.730, -1.337], [1.262, -5.765, 4.410], [-0.295, 2.102, -3.426], [2.059, 0.653, 2.722], [-4.912, 1.393, -2.603], [-0.548, -3.104, -1.054], [3.346, 0.146, -4.602], [2.777, 0.865, 4.323], [-0.263, 0.034, 0.735], [-2.327, -0.552, -4.542], [-3.604, -0.183, -3.423], [0.895, -1.516, -3.820], [3.360, -1.413, -3.784], [-2.054, -0.728, 2.218], [-2.404, -1.687, -1.860], [-3.540, 1.129, -5.580], [0.818, 1.125, -2.518], [1.871, -3.554, -0.628], [1.246, -1.349, 0.126], [-4.058, 3.308, -4.847], [1.709, -3.125, -2.329], [-1.149, -1.971, -3.021], [3.122, -1.559, 4.537], [0.891, -0.739, 5.163], [-0.950, 1.200, 4.709], [-0.977, -1.800, -0.005], [0.464, 2.146, 4.299], [-2.983, 0.746, 1.966], [-3.059, 1.073, -0.986], [4.201, 4.006, 5.577], [-2.055, 1.894, -5.092], [0.140, -0.467, 3.598], [2.969, -2.383, -1.345], [-5.788, 1.728, -4.095], [1.485, -1.238, -5.439], [1.152, 1.260, -5.060], [3.919, -0.938, 3.084], [-0.576, 1.278, 1.902], [-3.189, 3.179, -3.356], [-1.711, 2.675, 0.380], [-2.810, -0.430, 0.664], [-5.581, 2.989, -2.885], [-2.230, 2.342, -1.838], [1.178, -0.714, -1.495], [2.766, 0.012, -2.943], [-0.293, 0.308, -5.266], [-0.237, 2.162, -0.395]], "total_charge": 1, "gap_ha": 0.307, "total_energy_ev": -79026.502, "spin_multiplicity": 1, "homo_energy_ev": -10.74}


# 3
{"formula": "CH6NOS", "method": "ωB97M-V/def2-TZVPD", "symbols": ["S", "O", "N", "C", "H", "H", "H", "H", "H", "H"], "positions_angstrom": [[-0.871, 1.409, -1.717], [0.860, 0.044, 1.921], [0.094, -1.634, 0.383], [0.960, -1.308, 1.459], [0.023, -0.993, -0.396], [-0.748, -2.137, 0.589], [0.962, 0.630, 1.160], [2.008, -1.474, 1.179], [-1.070, 0.744, -2.868], [0.689, -1.899, 2.326]], "total_charge": -1, "gap_ha": 0.245, "total_energy_ev": -15507.985, "spin_multiplicity": 1, "homo_energy_ev": -2.74, "de_lowest_kcal_mol": 11.79}


# 4
{"formula": "C21H43Cl2N9SScSe", "method": "ωB97M-V/def2-TZVPD", "symbols": ["Se", "Sc", "Cl", "Cl", "S", "N", "N", "N", "N", "N", "N", "N", "N", "N", "C", "C", "C", "C", "C", "C", "C", "C", "C", "C", "C", "C", "C", "C", "C", "C", "C", "C", "C", "C", "C", "H", "H", "H", "H", "H", "H", "H", "H", "H", "H", "H", "H", "H", "H", "H", "H", "H", "H", "H", "H", "H", "H", "H", "H", "H", "H", "H", "H", "H", "H", "H", "H", "H", "H", "H", "H", "H", "H", "H", "H", "H", "H", "H"], "positions_angstrom": [[1.142, -3.637, 1.690], [-0.500, -0.485, 0.886], [-0.637, -1.353, 3.504], [-2.249, -2.551, 1.384], [0.548, 1.484, 2.301], [2.956, -5.433, 0.383], [-2.488, 0.712, 0.421], [-4.497, 1.844, 1.225], [-4.515, 0.770, -0.951], [-3.244, 2.801, -0.617], [0.929, -5.687, -0.309], [1.270, 2.643, -0.005], [1.657, 3.806, 1.996], [0.206, -0.511, -0.764], [1.696, -4.979, 0.546], [-2.098, 2.002, -0.233], [-4.063, 2.026, -1.554], [1.237, 2.740, 1.310], [2.976, -6.423, -0.581], [-3.336, 1.059, 1.598], [1.307, -0.838, -1.651], [-1.754, -2.677, 3.091], [1.494, 3.709, -0.986], [2.625, -0.910, -0.870], [1.465, 0.183, -2.773], [-5.289, 1.084, 0.252], [1.023, -2.208, -2.278], [3.904, 4.657, 1.362], [0.277, 4.602, -1.164], [-0.500, -5.491, -0.480], [2.434, 4.977, 1.584], [-3.355, -0.011, -0.567], [1.711, -6.583, -1.014], [-4.041, 3.080, 0.581], [4.125, -4.924, 1.084], [-1.493, 2.561, 0.480], [4.832, -5.738, 1.221], [2.375, 4.284, -0.710], [1.837, -2.527, -2.936], [-2.635, -2.583, 3.711], [2.582, -1.694, -0.112], [4.387, 4.379, 2.298], [4.423, 5.526, 0.956], [-3.665, 0.128, 2.067], [-1.499, 1.745, -1.109], [0.904, -2.951, -1.485], [4.027, 3.827, 0.663], [3.471, -1.120, -1.533], [4.588, -4.122, 0.511], [0.963, 1.732, -0.366], [3.809, -4.537, 2.048], [1.981, 5.434, 0.708], [1.742, 3.216, -1.921], [-2.737, -0.240, -1.437], [-0.603, 4.024, -1.453], [3.885, -6.926, -0.862], [2.821, 0.042, -0.369], [-1.212, -3.609, 3.200], [1.295, -7.250, -1.747], [-3.436, 3.650, 1.289], [-5.629, 0.155, 0.714], [-3.698, -0.939, -0.112], [-0.691, -4.529, -0.956], [-2.720, 1.617, 2.306], [0.465, 5.339, -1.945], [-4.932, 2.617, -1.842], [2.317, 5.700, 2.390], [1.798, 1.135, -2.371], [-4.909, 3.676, 0.302], [-6.162, 1.672, -0.030], [0.526, 0.329, -3.311], [0.101, -2.174, -2.862], [-0.885, -6.295, -1.101], [-0.985, -5.508, 0.493], [0.034, 5.138, -0.243], [-3.475, 1.804, -2.446], [2.225, -0.141, -3.489], [1.563, 3.674, 2.991]], "total_charge": 1, "gap_ha": 0.287, "total_energy_ev": -157809.479, "spin_multiplicity": 1, "homo_energy_ev": -9.79, "de_lowest_kcal_mol": 30.42}


# 5
{"formula": "C5H6N5O3", "method": "ωB97M-V/def2-TZVPD", "symbols": ["O", "O", "O", "N", "N", "N", "N", "N", "C", "C", "C", "C", "C", "H", "H", "H", "H", "H", "H"], "positions_angstrom": [[-2.512, 0.446, 1.152], [2.237, -1.808, 1.558], [1.063, -2.885, -0.136], [0.515, 0.075, -1.149], [-0.615, -0.395, -1.223], [2.377, 0.506, -2.114], [-1.536, -0.226, 1.646], [1.252, -0.088, -2.313], [0.802, 1.106, 1.042], [1.260, 0.847, -0.224], [1.618, -2.276, 0.679], [2.387, 1.155, -0.964], [-3.252, -0.041, 0.102], [3.321, 1.559, -0.741], [-3.756, 0.857, -0.369], [1.295, 1.782, 1.612], [-3.968, -0.710, 0.603], [-2.392, -0.495, -0.593], [-0.095, 0.591, 1.431]], "total_charge": -1, "gap_ha": [0.221, 0.221], "total_energy_ev": -18866.967, "spin_multiplicity": 1, "homo_energy_ev": [-2.78, -2.78], "de_lowest_kcal_mol": 130.73}